The following is a quantum chemistry calculation of a 14-piece molecular cluster, C32H64IN4O53S13 overall at a distorted geometry, from the Open Molecules 2025 dataset.

As for the charge: +1. As for the HOMO energy: -11.42 eV.

Geometry (Å):
1 I -3.49202 -1.54553 -0.49130
2 S 2.61006 9.57979 0.92923
3 S 1.66750 0.40201 8.62244
4 S -3.87046 4.80671 9.19027
5 S -6.01245 1.21084 13.54992
6 S 1.88684 -3.32042 -2.12210
7 S -2.55322 4.16907 -2.65499
8 S 2.00025 4.43447 -1.70591
9 S -0.07383 -8.62408 0.05987
10 S -2.96315 -8.77781 -4.92855
11 S 7.34460 -8.69886 -7.36614
12 S 3.46605 -8.11465 -4.03821
13 S 4.12544 -3.09706 -8.30664
14 S -2.96942 10.23182 -4.75512
15 O 0.61815 4.26077 -1.42470
16 O 2.77815 -2.86305 -3.13131
17 O -1.84827 -7.72307 -4.48851
18 O -3.89536 -7.76423 -5.72909
19 O -2.61098 8.86577 -4.95108
20 O 3.01370 -3.84925 -7.44534
21 O -2.15820 11.14554 -5.77044
22 O 4.63775 -9.15149 -4.25023
23 O 3.07300 0.23374 8.60278
24 O 1.63169 10.01323 1.85860
25 O 2.84828 3.45190 -0.77099
26 O -0.86013 -8.77855 -1.30844
27 O -3.46083 5.13713 -3.52487
28 O -7.36488 0.94604 13.87226
29 O -3.00676 5.20337 8.12756
30 O 7.81744 -9.96120 -7.79994
31 O 3.30663 -7.32437 -5.21148
32 O -5.52262 2.53453 14.28708
33 O 4.87636 -4.05298 -9.04498
34 O -4.55772 5.76015 9.97921
35 O -3.19144 3.90821 -1.40223
36 O -2.41649 -9.71050 -5.84065
37 O -2.89670 10.80883 -3.46255
38 O 1.15063 -9.33570 0.00676
39 O 1.13634 -2.38494 -1.35299
40 O 7.96363 -7.52419 -8.24203
41 O -3.07629 3.80557 10.12785
42 O 5.01992 -2.59565 -7.08563
43 O -1.09366 -9.41702 0.98528
44 O -0.72190 0.47746 3.53588
45 O 2.48206 4.36648 -3.03698
46 O 2.49422 5.80533 -1.05900
47 O 0.91660 0.26737 9.81780
48 O 2.66775 -4.30121 -1.15641
49 O -4.93674 3.76014 8.61802
50 O -4.41320 10.45559 -5.37791
51 O -1.35702 5.16651 -2.38003
52 O 2.35969 -8.77312 -3.44045
53 O 3.52149 -1.98864 -8.95141
54 O -5.58890 1.28796 12.19156
55 O 7.44763 -8.28936 -6.00494
56 O -5.08708 0.18228 14.33667
57 O -3.63629 -9.21553 -3.75181
58 O 5.83590 -8.54066 -7.83158
59 O 0.87158 -4.37486 -2.73860
60 O -2.12810 3.08996 -3.46836
61 O 3.49216 10.83018 0.49545
62 O 4.18096 -7.20602 -2.92762
63 O 1.03274 -0.53153 7.48674
64 O 1.28365 1.80758 7.95321
65 O -0.08464 -7.23967 0.40288
66 O 3.45593 8.47568 1.22545
67 O 1.92636 9.30987 -0.48709
68 N -3.27862 4.03991 3.68288
69 N -1.51773 1.23202 2.69224
70 N -1.94312 2.57126 4.59550
71 N -2.90815 3.17781 2.68581
72 C -3.53735 -6.41124 -5.40812
73 C -2.04230 -6.47357 -5.17026
74 C 4.27744 -2.71081 -5.85579
75 C 1.92377 -5.53854 -1.01032
76 C -2.67828 3.64118 4.79560
77 C -2.97244 11.43854 -6.92157
78 C -3.84807 2.59624 10.31958
79 C -1.95097 -9.70866 -1.16488
80 C -1.41570 -1.08179 -0.33930
81 C 2.10759 10.45342 -1.33951
82 C -2.10417 2.27389 3.28239
83 C 3.79214 4.20253 0.01353
84 C -4.37915 11.50423 -6.36405
85 C -2.99389 6.49658 -3.38172
86 C -3.40256 3.40606 1.32617
87 C -4.12696 0.88421 15.14441
88 C 3.13269 5.55188 0.20225
89 C -2.34763 -9.58110 0.29025
90 C -1.50150 6.34726 -3.19530
91 C 3.41149 -3.93464 -6.06352
92 C -1.01806 -0.55604 1.03952
93 C -4.57689 2.42184 9.00767
94 C 1.25397 -5.71486 -2.35062
95 C 5.85638 -8.62471 -3.68085
96 C -4.81561 2.18810 15.49094
97 C 7.01470 -7.11520 -9.24934
98 C 0.79309 1.61504 6.62491
99 C 5.39832 -7.83674 -2.47446
100 C 3.45957 11.00109 -0.93098
101 C -1.62968 0.81481 1.28472
102 C 5.66651 -7.33459 -8.58968
103 C 0.15986 0.23909 6.65375
104 H 5.41430 -6.53503 -7.89273
105 H -3.22903 1.04999 14.54680
106 H -2.69131 0.71206 1.05981
107 H -0.98943 6.17535 -4.14297
108 H 2.36405 5.51653 0.97710
109 H -3.24370 7.09048 -4.25426
110 H 6.52940 -9.43717 -3.42608
111 H -2.74432 -9.44413 -1.85787
112 H -0.87683 -2.00170 -0.51999
113 H -5.46665 1.80627 9.10374
114 H -4.53728 2.75509 11.13862
115 H 6.11444 -7.07742 -2.17343
116 H -2.78403 4.14616 5.74842
117 H 4.95965 -2.81379 -5.01794
118 H 1.30508 11.16475 -1.13710
119 H 7.18804 -6.08009 -9.52675
120 H -1.67888 -5.65504 -4.55441
121 H -2.65026 12.37024 -7.37605
122 H 0.08201 -0.22024 5.67471
123 H 7.14074 -7.75563 -10.12372
124 H -5.14093 11.32786 -7.11747
125 H -2.86972 -10.45474 0.66777
126 H 0.07452 -0.52361 1.05187
127 H 3.83439 6.34515 0.43111
128 H 0.08252 2.39649 6.37235
129 H 3.67768 -1.80822 -5.72994
130 H 2.59709 -6.35251 -0.76172
131 H -4.11955 2.97910 15.75290
132 H -3.92495 2.00542 8.23564
133 H 6.32184 -7.98194 -4.41721
134 H 5.16811 -8.47823 -1.62186
135 H -5.54402 2.06126 16.29316
136 H 4.86201 -7.45036 -9.30945
137 H -3.18649 1.76733 10.55198
138 H -1.48374 -6.50153 -6.10703
139 H 2.53591 -3.94290 -5.42262
140 H 3.97344 -4.85995 -5.92213
141 H 1.94016 -6.09716 -3.09830
142 H 4.27651 10.42344 -1.36617
143 H -1.15500 1.56815 0.64976
144 H -1.05512 7.19859 -2.68969
145 H 0.09968 0.97796 3.66041
146 H -2.76206 4.11753 0.81273
147 H -3.52604 2.50087 0.75241
148 H -1.33341 -1.26631 1.80458
149 H -2.85977 10.62378 -7.63835
150 H 1.19404 -5.41392 -0.21457
151 H -3.81104 -5.75212 -6.22643
152 H 2.07077 10.14912 -2.38132
153 H 3.58384 12.05091 -1.17954
154 H -3.89912 4.82125 3.53627
155 H -4.39056 3.86118 1.41347
156 H -3.87668 0.29106 16.01892
157 H 1.64148 1.65283 5.93465
158 H -3.46434 6.92931 -2.49571
159 H -2.95186 -8.68934 0.46603
160 H -1.16104 -0.34366 -1.09745
161 H -0.82782 0.26549 7.11887
162 H -4.07619 -6.11681 -4.50541
163 H -1.58297 -10.70958 -1.39511
164 H 4.72249 4.28342 -0.55048
165 H 3.98281 3.69197 0.95328
166 H 0.37926 -6.35767 -2.29904
167 H -4.57322 12.45328 -5.86307

The following is a quantum chemistry calculation of C32H64Li5O12P as an isolated structure at a distorted geometry, from the Open Molecules 2025 dataset.

As for the charge: +2. As for the HOMO energy: -13.51 eV.

Geometry (Å):
1 P 29.24609 -15.55465 3.92265
2 O 25.73687 -18.52181 2.59580
3 O 27.14066 -12.31790 4.42764
4 O 30.12386 -14.46136 4.45538
5 O 28.04218 -14.84635 3.31958
6 O 29.37853 -14.72093 7.59090
7 O 32.61163 -13.42055 3.73843
8 O 30.04256 -16.24353 2.85468
9 O 29.05961 -16.46842 5.12468
10 O 26.95199 -19.28700 7.70435
11 O 28.63495 -16.98191 0.41606
12 O 32.68293 -15.60595 1.84154
13 O 27.41527 -14.44757 0.24331
14 C 26.90373 -20.56468 7.07753
15 C 27.48845 -13.62356 8.51540
16 C 27.98101 -18.52861 7.05709
17 C 25.76514 -14.38171 -1.40918
18 C 34.38202 -11.88777 3.95287
19 C 25.40270 -10.83129 4.41004
20 C 33.53584 -16.69617 -0.07451
21 C 26.44164 -17.38691 3.05997
22 C 28.51246 -13.84122 9.57935
23 C 29.83015 -17.40406 -0.15552
24 C 25.93489 -13.05133 4.72753
25 C 33.54279 -17.69937 1.06000
26 C 29.46221 -18.00551 -1.54627
27 C 33.13667 -15.35652 0.47940
28 C 24.87639 -12.22199 4.12244
29 C 33.36243 -12.43317 2.97447
30 C 33.26804 -16.80553 2.29034
31 C 24.66877 -18.87533 3.45293
32 C 28.02592 -17.68638 -1.73253
33 C 25.06503 -14.25698 -0.06831
34 C 25.52553 -16.80058 4.10062
35 C 33.26350 -13.76502 4.96796
36 C 28.37812 -20.88617 6.80312
37 C 29.04799 -19.54898 6.68809
38 C 24.85646 -18.01547 4.69418
39 C 29.47906 -14.89388 8.99126
40 C 27.22495 -14.00719 -1.13950
41 C 34.63089 -13.09781 4.77074
42 C 28.01934 -14.49205 7.32437
43 C 26.22813 -14.07261 0.92827
44 C 26.85891 -10.99299 4.15299
45 C 27.54762 -17.64261 -0.24659
46 Li 30.10683 -17.72532 4.14383
47 Li 31.28394 -14.76705 2.84522
48 Li 30.37967 -15.49136 6.12508
49 Li 28.75981 -15.26500 1.56798
50 Li 28.83660 -13.11761 3.85969
51 H 26.10425 -16.24250 4.83663
52 H 26.57589 -16.64888 2.26917
53 H 29.14177 -15.90297 9.22806
54 H 25.96071 -14.07663 4.35850
55 H 27.54367 -15.46430 7.19571
56 H 25.47319 -18.50913 5.44522
57 H 34.53789 -16.65112 -0.50109
58 H 26.08417 -14.55636 1.89438
59 H 32.58147 -17.32698 2.95730
60 H 24.93391 -10.07510 3.78035
61 H 23.89234 -12.37001 4.56721
62 H 23.75476 -18.57561 2.94024
63 H 32.35621 -14.77318 -0.00915
64 H 29.46819 -19.37334 5.69779
65 H 34.06819 -11.04032 4.56233
66 H 27.45131 -12.94887 -1.26926
67 H 28.52071 -21.46572 5.89103
68 H 34.18182 -16.55643 2.82984
69 H 24.44234 -13.37427 0.07724
70 H 30.56951 -16.60415 -0.11562
71 H 29.56622 -19.08592 -1.64624
72 H 32.78320 -16.93682 -0.82532
73 H 27.14935 -10.77249 3.12579
74 H 28.03202 -13.95235 6.37744
75 H 25.79380 -13.20271 5.79770
76 H 26.39958 -21.29511 7.71030
77 H 27.32624 -18.64351 0.12391
78 H 25.10508 -10.63767 5.44059
79 H 35.30842 -11.63115 3.43900
80 H 29.17639 -12.98125 9.66741
81 H 32.78138 -13.32412 5.84047
82 H 26.34991 -20.51119 6.14022
83 H 33.86959 -13.01713 2.20644
84 H 28.86131 -21.40239 7.63266
85 H 30.50553 -14.91498 9.35734
86 H 32.77896 -18.46706 0.93622
87 H 34.02104 -14.71981 0.50298
88 H 23.91612 -17.83732 5.21583
89 H 28.39059 -17.71542 7.65631
90 H 34.50791 -18.20491 1.02696
91 H 26.66104 -17.01171 -0.18294
92 H 24.49046 -15.13491 0.22700
93 H 24.74767 -16.17918 3.65688
94 H 25.25811 -13.78579 -2.16805
95 H 35.27632 -13.80933 4.25571
96 H 27.43794 -10.36315 4.82836
97 H 32.80919 -11.67464 2.42069
98 H 33.35479 -14.84508 5.08303
99 H 26.45550 -13.03612 1.17744
100 H 28.00688 -16.69245 -2.17955
101 H 25.72508 -15.42545 -1.72081
102 H 24.62621 -19.93981 3.68355
103 H 26.53041 -14.02779 8.84232
104 H 27.54774 -18.37912 -2.42502
105 H 30.19097 -18.14348 0.55944
106 H 27.81815 -14.49004 -1.91607
107 H 29.94912 -19.50021 7.29939
108 H 27.32154 -12.57498 8.26902
109 H 35.09743 -12.94436 5.74382
110 H 27.61389 -18.02688 6.16178
111 H 30.09675 -17.56414 -2.31482
112 H 28.07618 -14.16801 10.52326
113 H 24.78269 -12.52784 3.08043
114 H 27.39257 -17.64254 3.52741

The following is a quantum chemistry calculation of a 6-piece molecular cluster, C32H64N5O7P overall at a distorted geometry, from the Open Molecules 2025 dataset.

As for the SMILES: CCCCO[PH2](CCC(C)C)CC(=O)c1ccccc1.CNC(C)=O.CNC(C)=O.CNC(C)=O.CNC(C)=O.CNC(C)=O. As for the HOMO energy: -8.55 eV.

Geometry (Å):
1 P 2.14643 1.68245 -0.94296
2 O 4.96103 -4.88076 -2.73023
3 O -0.18477 2.57499 1.00506
4 O -2.81261 1.82706 4.27385
5 O 0.63402 -0.82552 -0.83351
6 O 3.78395 1.11815 -0.57776
7 O -7.47842 -2.98038 -1.01016
8 O -2.16025 -3.23532 5.34061
9 N -1.69666 0.54182 5.73083
10 N -3.43255 -4.66744 4.18026
11 N 0.24412 -2.96909 -1.35461
12 N 3.71492 -6.34098 -3.88159
13 N -6.51470 -1.52388 0.39109
14 C 0.89603 6.17411 -0.69823
15 C 2.82628 -6.79121 -4.93140
16 C 2.18946 5.97382 -1.62411
17 C -8.89346 -2.06680 0.68871
18 C 4.63917 1.21275 -1.73843
19 C -2.96790 1.46539 -0.95763
20 C -0.55441 -0.14595 6.29932
21 C -6.44023 -0.59733 1.50124
22 C -2.90982 -3.42863 4.39529
23 C -4.47028 1.51074 -1.40500
24 C -4.31975 4.20081 -1.05681
25 C 2.60099 4.44571 -1.89746
26 C -1.75072 1.31521 4.60972
27 C 2.60321 3.49688 -0.59954
28 C -0.59768 2.49587 -0.18800
29 C 3.45485 6.83022 -1.09271
30 C -3.28008 -2.32520 3.44362
31 C 4.21492 -5.09046 -3.67729
32 C -5.12292 2.92660 -1.45708
33 C 0.34635 2.09648 -1.42402
34 C 7.15132 1.97947 -1.22740
35 C -0.48477 1.50946 3.82219
36 C 6.13876 0.73208 -1.30124
37 C -2.81260 4.15572 -0.60965
38 C 0.99627 -1.99588 -0.77237
39 C -7.59106 -2.23406 -0.04601
40 C -4.32923 -5.09188 3.12646
41 C 3.82079 -4.00424 -4.64138
42 C 0.49658 -4.39309 -1.39371
43 C 7.05159 2.56292 0.29577
44 C 2.26047 -2.40541 -0.06771
45 C -2.15515 2.75671 -0.57197
46 H 6.91841 2.78985 -2.01596
47 H 7.98703 3.18106 0.50269
48 H 3.32664 -7.58825 -5.48573
49 H -2.47905 0.42039 -0.94657
50 H 0.01377 5.49566 -0.94847
51 H 0.61250 7.29540 -0.66730
52 H 6.02489 0.14724 -0.32713
53 H -5.23971 -5.48136 3.58723
54 H -7.39179 -0.49107 2.01828
55 H 2.02889 -3.08581 0.75481
56 H 4.65241 2.31422 -2.09768
57 H -9.22473 -1.02743 0.63507
58 H -6.21572 2.96296 -1.81019
59 H 1.72957 0.91901 0.21525
60 H -3.13558 -5.35171 4.86175
61 H 3.89569 7.36916 -1.99719
62 H -4.35896 -2.15752 3.46142
63 H -4.84491 5.21792 -1.13249
64 H 0.35346 0.00629 5.71903
65 H 4.15294 -4.25799 -5.65042
66 H 3.69492 4.47066 -2.28086
67 H -4.99419 0.54110 -1.70260
68 H 2.27568 1.00579 -2.19984
69 H -5.67878 -1.68909 -0.15169
70 H 2.94662 -2.88164 -0.77213
71 H 4.21532 6.15461 -0.57737
72 H 3.69689 3.47367 -0.21998
73 H -6.12645 0.37417 1.11315
74 H 4.29785 -3.06906 -4.34650
75 H 1.21061 5.91913 0.38578
76 H -5.68539 -0.96318 2.19977
77 H -3.84363 -5.89331 2.56518
78 H 2.55533 -5.98943 -5.61536
79 H 1.91808 6.42387 -2.65791
80 H 1.97756 3.86926 0.27827
81 H 6.07208 3.14667 0.34948
82 H 0.56217 -4.69798 -2.44071
83 H -0.11751 0.54646 3.45944
84 H 4.34070 0.48579 -2.59268
85 H -0.10796 1.12030 -1.85433
86 H 7.00466 1.63335 0.97092
87 H -2.21609 5.09923 -0.34210
88 H 6.56612 0.01756 -2.10772
89 H 4.02464 -7.01370 -3.19425
90 H 3.03220 7.62388 -0.37781
91 H -0.58766 -2.61671 -1.80744
92 H 0.27207 1.99551 4.44238
93 H 2.74828 -1.52044 0.34342
94 H -4.58522 -4.27924 2.44942
95 H 1.97989 4.05667 -2.77820
96 H 1.92310 -7.19357 -4.46705
97 H -9.65364 -2.69526 0.22386
98 H -0.68536 2.14814 2.96114
99 H -2.58651 0.45925 6.20203
100 H -0.78615 -1.21262 6.34070
101 H -8.78017 -2.37521 1.73035
102 H 2.73803 -3.85998 -4.62365
103 H 0.22898 2.88165 -2.24649
104 H -2.95112 -2.57553 2.43233
105 H 8.20726 1.55396 -1.42231
106 H -0.40408 0.22668 7.31540
107 H -0.34826 -4.90314 -0.92555
108 H 1.41553 -4.66513 -0.87826
109 H -2.78359 -1.40315 3.74925

Listing LUMO energy for the structures above in their given order: -2.38, -5.24, 0.12 eV.
Listing molecular weight for the structures above in their given order: 1896.6, 706.5, 661.9 g/mol.
Listing gap between HOMO and LUMO for the structures above in their given order: 9.0, 8.3, 8.7 eV.